# 1
C4H11N2S | ωB97M-V/def2-TZVPD

Computed properties:
energy above the lowest of the compared OMol25 structures with the same formula, charge and spin = 25.5 kcal/mol
net charge = -1
SMILES string = NCCNCC[S-]
Kohn-Sham gap = 5.64 eV
electronic energy = -18141.9913 eV

XYZ file:
```
18
Properties=species:S:1:pos:R:3:forces:R:3:mulliken_charge:R:1
H 0.361 -0.739 -2.863 -0.173 0.148 -0.133 0.31
H -1.230 0.402 0.882 0.117 -0.025 0.376 0.26
H 0.237 -3.084 -3.448 0.473 -0.259 0.180 0.19
H 0.547 -2.947 -1.791 0.373 0.038 -0.220 0.19
H -1.559 -1.630 -0.740 -0.484 -0.150 -0.293 0.37
H 0.382 -0.105 2.509 0.045 -0.173 -0.067 0.21
H 0.557 -1.264 -0.054 0.790 -1.385 1.188 0.21
C -0.507 -1.371 -2.631 0.745 0.199 0.402 -0.45
H -1.598 0.036 -1.366 -0.158 -0.164 -0.299 0.43
H 1.737 0.356 1.507 0.058 0.327 -0.064 0.26
C -0.994 -0.869 -1.283 0.815 0.623 0.867 -0.71
H -1.235 -1.218 -3.429 -0.218 -0.341 0.065 0.36
N -0.094 -2.778 -2.548 -1.217 0.200 -0.299 -0.60
C 0.715 0.646 1.784 -0.212 -0.170 0.169 -0.77
S 0.569 2.275 2.594 0.203 -0.026 -0.011 -0.67
C -0.184 0.561 0.567 -0.986 -0.215 -0.347 -0.50
N 0.150 -0.466 -0.433 -0.576 1.223 -1.433 -0.35
H -0.241 1.524 0.060 0.408 0.150 -0.082 0.26
```
Positions in Å, forces in eV/Å.

# 2
C46H82F36N11O26S12 | ωB97M-V/def2-TZVPD

Computed properties:
energy above the lowest of the compared OMol25 structures with the same formula, charge and spin = 190.7 kcal/mol
net charge = -1
Kohn-Sham gap = 5.50 eV
electronic energy = -346485.3616 eV

XYZ file:
```
213
Properties=species:S:1:pos:R:3:forces:R:3:mulliken_charge:R:1
S 6.668 -0.684 -6.530 -1.661 1.483 2.562 0.93
F 1.725 -7.750 3.996 0.080 -1.266 0.718 -0.23
H 2.802 -3.608 1.435 0.497 -0.643 -0.128 0.28
H 2.818 1.744 0.024 0.113 -0.134 0.537 0.47
H 3.201 -0.855 1.548 0.208 -0.306 -0.269 0.40
F 10.445 -1.540 -3.899 -0.404 0.292 -0.438 -0.23
O -2.521 -5.228 -10.455 1.491 1.040 -1.108 -0.62
C 1.545 -2.272 1.200 -1.535 1.579 -0.425 -0.66
C 3.406 0.895 -0.324 -1.680 -0.944 0.242 -0.97
O 5.916 -1.893 -6.845 1.667 1.329 -0.304 -0.55
F 10.604 -3.571 -4.489 -0.851 -0.541 -0.086 -0.22
H -8.114 3.993 4.122 0.559 0.206 -0.543 0.38
C -1.680 -4.246 10.635 -1.004 -0.529 -2.047 -0.50
F 0.005 -3.353 -7.274 0.774 -0.263 -0.825 -0.21
C 1.174 8.245 3.272 0.287 0.731 -0.115 0.55
H -4.673 3.205 1.521 0.045 -0.298 0.036 0.23
H 0.622 -2.258 0.620 -0.376 0.277 0.332 0.27
H 2.481 -10.790 -0.503 0.417 0.015 -0.431 0.35
H -1.061 -4.521 11.489 -0.654 -0.187 0.211 0.41
O -5.074 -5.820 1.435 -0.937 2.778 1.615 -0.63
N -2.297 -2.904 10.809 0.270 3.019 0.748 0.36
F 7.141 7.968 1.611 -0.490 0.470 -0.128 -0.21
C 6.692 -5.824 2.520 -1.235 -0.206 1.690 0.62
H -2.766 -6.069 10.717 -0.165 -0.239 -0.079 0.32
H 2.876 5.596 -3.841 -0.156 -0.134 -0.396 0.41
C -3.002 5.045 -5.759 -0.408 -1.206 -1.129 0.54
S -5.535 -4.463 1.844 -0.984 -3.196 -2.318 1.00
O 4.583 -7.738 5.718 -1.924 0.975 -1.483 -0.65
H 0.336 -0.487 8.935 -0.518 0.752 -0.442 0.37
H 0.388 12.678 -4.033 -0.192 -0.136 0.393 0.39
F -2.219 8.871 -1.588 0.103 0.998 0.450 -0.19
H -1.231 -2.203 12.693 0.358 -0.428 -0.743 0.32
O 4.378 6.317 0.122 0.299 0.500 2.619 -0.52
H -0.428 -1.876 10.467 -0.182 -0.286 0.249 0.56
H 3.108 10.150 -3.381 0.491 -0.752 -0.136 0.38
H -2.383 2.668 2.623 0.047 0.052 0.227 0.39
H -6.631 2.895 0.730 0.167 0.070 0.255 0.49
N -6.814 2.697 2.879 0.612 0.133 3.060 0.10
F -3.459 9.921 -3.074 -0.265 -0.396 2.124 -0.23
C -1.884 -7.688 -9.935 0.159 -0.774 0.470 0.53
N 2.501 -9.042 -1.852 -0.183 0.539 1.129 0.04
S 3.873 -6.536 5.221 0.154 -3.411 2.934 1.04
C -0.055 -1.148 8.161 1.778 -2.140 -0.207 -1.46
C 1.003 -8.493 -1.894 0.678 0.754 -0.462 -0.59
C 2.733 -10.053 -2.958 0.435 -0.311 0.926 -0.93
F -4.182 9.623 -0.911 0.808 -0.058 -1.411 -0.19
C -3.837 -3.003 10.469 -0.326 -0.687 -0.207 -0.52
H -4.059 -2.691 9.449 0.631 0.401 0.051 0.37
F -1.834 5.568 -6.174 -0.101 -0.129 0.328 -0.21
O 0.571 -8.040 -4.281 1.316 -1.300 -0.823 -0.49
H -2.069 -1.171 8.072 -0.911 -0.635 0.330 0.31
C -6.800 -2.735 -1.762 1.411 0.978 -1.491 0.59
O 8.745 -2.741 -7.195 0.425 -0.314 2.957 -0.66
H 0.015 -0.843 7.118 -0.400 0.718 0.362 0.37
H 1.213 0.501 -2.053 0.254 -0.559 0.010 0.35
H 3.427 -0.915 -2.238 0.266 0.009 0.188 0.50
F 1.567 8.254 4.575 0.029 -0.010 -1.144 -0.23
F -7.152 -6.164 3.282 0.510 0.918 0.188 -0.20
C 3.595 -7.879 -1.983 -1.779 -1.381 -0.690 -1.20
H 2.386 5.790 -5.622 -0.571 -0.651 0.720 0.24
F 1.576 -7.451 6.231 -0.482 -0.661 -0.117 -0.20
C 5.865 8.282 1.368 -1.348 -0.595 -0.012 0.66
H -5.580 0.887 2.469 -0.095 0.458 -0.044 0.26
O 2.628 8.479 0.976 -0.512 -0.829 1.052 -0.60
O 2.191 -3.377 0.732 1.639 -0.902 -0.321 -0.45
C 2.080 7.557 -4.400 -0.747 0.224 -0.816 -0.83
O 3.958 -5.491 6.193 -1.133 1.287 0.781 -0.66
H -6.014 4.567 3.421 -0.065 0.021 -0.348 0.47
F -6.048 -2.035 -2.700 -0.117 -1.516 0.903 -0.23
C 2.239 -0.898 1.036 0.136 1.046 -0.591 -0.45
N 4.262 -6.055 3.802 2.603 1.165 -0.184 -0.37
C -6.449 1.180 3.059 -0.441 0.269 -0.504 -0.98
H -1.869 -0.842 10.264 0.070 -0.088 0.727 0.37
F 6.465 -7.094 2.303 -0.045 -1.729 0.035 -0.25
O 7.682 -3.065 -4.940 1.189 0.320 0.006 -0.63
H -9.192 2.783 0.671 -0.028 -0.183 -0.187 0.42
H 1.052 10.973 -5.411 0.096 0.149 -0.261 0.27
H 0.869 -8.057 -0.904 0.043 0.420 -0.233 0.39
F 7.165 1.599 -7.787 0.051 0.314 -0.521 -0.19
H -0.261 -6.967 -2.953 -0.007 0.182 1.577 0.48
O -4.504 4.769 -3.529 -0.015 0.916 -0.731 -0.63
C -4.386 3.370 2.559 -0.445 0.776 0.410 -0.37
O -5.461 7.563 -2.964 0.917 0.095 0.280 -0.62
C -3.471 9.121 -1.941 -0.142 -1.985 -2.057 0.57
C -2.890 -5.129 10.178 0.788 -2.187 1.058 -0.64
O -5.177 -4.752 -1.158 -0.704 1.618 0.380 -0.65
H 4.938 8.647 -5.620 -0.047 0.473 0.199 0.40
F -7.779 -4.098 3.498 0.204 -0.115 -0.249 -0.22
F 5.430 9.225 2.205 0.473 -0.511 0.227 -0.24
O 5.726 -3.800 4.006 -0.694 -2.872 -0.262 -0.66
H 1.463 -6.658 -2.966 0.209 0.082 -0.273 0.29
H 4.203 -1.867 -0.906 0.134 1.153 0.836 0.37
F -2.680 -8.309 -10.896 1.369 1.590 1.106 -0.22
H -8.661 1.290 1.374 1.021 0.110 -0.337 0.29
C 6.967 0.354 -8.141 -0.783 -2.570 -0.057 0.63
H -2.478 -3.477 12.728 -0.293 0.580 0.953 0.50
O -3.466 -4.763 -6.307 2.029 1.165 -2.073 -0.60
H -6.282 0.944 4.110 0.269 0.731 0.037 0.32
C 1.347 10.794 -4.377 0.990 -0.514 -1.688 -0.44
H 0.717 -1.917 8.179 0.312 -0.264 0.055 0.40
H -3.860 4.323 2.501 -0.400 0.332 0.160 0.44
F -5.953 -4.720 4.464 -0.330 -0.517 -0.328 -0.23
N 3.596 7.009 2.735 5.603 -1.678 -0.267 -0.39
S -2.628 -4.359 -7.464 -0.670 -1.212 3.385 1.00
F -7.578 -1.777 -1.303 -1.091 0.255 1.237 -0.22
C 2.782 10.130 -4.421 -1.276 0.577 -0.143 -0.77
H -5.024 -4.813 9.889 0.142 0.358 -0.092 0.35
H 3.677 1.180 -1.341 0.499 -0.523 0.153 0.40
F -1.597 -2.052 -6.618 0.505 -1.213 0.109 -0.24
F 1.119 9.533 2.822 -0.472 -0.921 0.958 -0.22
H 1.976 -10.838 -2.959 -0.529 0.577 -0.047 0.36
H 5.002 6.206 -4.649 0.161 -0.164 -0.474 0.36
H 1.314 -2.450 2.250 -0.262 0.662 0.168 0.44
H 0.629 10.017 -4.112 -0.077 0.272 0.925 0.49
F 6.214 -5.214 1.446 0.358 1.055 -0.065 -0.20
H -4.506 -4.794 11.562 -0.007 0.177 0.070 0.30
C -1.351 -1.841 8.543 -0.586 0.423 -0.271 -0.16
C -1.428 -1.813 10.038 -1.418 0.368 0.790 -1.09
O -4.691 -2.539 -0.200 -0.437 0.214 -0.221 -0.62
S -4.122 7.352 -2.455 -0.214 1.515 -2.367 0.94
H 2.710 -2.316 -1.472 -0.685 0.403 0.191 0.35
O 1.608 6.261 1.532 0.098 1.151 0.120 -0.63
O -4.009 -6.400 -9.038 1.343 -0.113 0.474 -0.67
H -3.260 2.479 4.168 0.213 0.385 0.068 0.28
H 0.401 -0.695 -0.897 -0.106 0.332 -0.409 0.33
C 1.946 -6.964 5.065 3.229 0.141 -1.218 0.55
C -6.717 -4.900 3.358 0.467 0.546 -0.585 0.62
C -9.216 2.721 2.739 -2.833 0.283 3.816 -0.41
S 2.388 7.421 1.963 -4.886 0.356 -2.973 1.00
H 3.399 -7.437 -2.960 0.244 0.041 0.137 0.45
O 5.804 5.675 2.074 -1.739 1.102 -0.244 -0.65
N 8.285 -0.812 -5.853 -3.729 4.417 -0.630 -0.41
H 4.527 8.398 -3.892 0.038 -0.172 -0.067 0.57
H 4.329 6.492 -6.314 0.168 -0.185 0.214 0.36
H 1.700 -0.035 1.426 -0.585 -0.538 0.765 0.46
H 2.088 12.796 -4.102 0.286 -0.060 0.273 0.34
H 0.272 -7.384 -4.916 -0.144 0.082 -0.203 0.30
C -8.080 2.982 3.716 0.203 -0.521 0.679 -0.62
C -8.617 2.372 1.501 0.030 0.572 -3.664 -0.85
C 4.202 6.647 -5.243 0.569 1.929 1.183 -0.77
O 5.900 0.249 -5.661 1.765 -1.112 -1.596 -0.65
F -3.952 5.491 -6.585 -0.326 1.275 0.630 -0.23
H -9.923 3.551 2.749 0.445 0.514 -0.430 0.31
C -5.656 3.537 3.443 0.378 0.296 -1.463 -0.73
H -5.463 3.363 4.502 -0.218 -0.725 -0.092 0.54
H 2.836 -9.567 -3.928 -0.108 -0.038 0.232 0.34
H 1.953 7.716 -3.329 0.356 0.320 -0.070 0.47
C 1.096 0.133 -1.034 1.507 -0.642 1.327 -0.82
H 4.180 0.583 0.377 0.293 0.530 -0.514 0.36
C 4.245 8.179 -4.921 0.476 -0.062 -1.184 -0.72
O -4.528 -3.509 2.228 -0.921 -0.289 1.019 -0.57
S -2.611 -6.031 -9.291 -4.667 -3.835 -3.395 1.01
H -3.477 1.360 2.899 -0.352 -0.028 -0.303 0.31
C -4.216 -4.503 10.552 1.150 0.822 0.637 -0.57
H -7.530 4.217 1.524 0.319 -0.006 0.443 0.31
S 4.814 6.592 1.508 0.893 0.233 0.167 0.92
H -0.991 -4.234 9.790 0.094 0.350 0.084 0.30
H 1.303 9.043 -6.633 0.203 -0.003 0.139 0.39
H 1.337 12.126 -2.604 0.026 0.096 -0.112 0.34
S -3.234 5.367 -3.876 1.850 -3.627 0.769 1.04
C -1.135 -3.352 -6.658 -2.502 0.903 -0.031 0.64
N -1.826 -5.720 -8.028 0.736 2.491 1.669 -0.33
F -0.627 -7.480 -10.401 -0.909 -0.180 -0.391 -0.23
H -1.507 -2.877 8.242 0.404 0.148 -0.828 0.44
N -6.680 -3.868 0.641 0.947 -0.859 4.198 -0.44
C 3.286 -1.411 -1.278 -1.887 0.352 -0.651 -0.93
H 1.092 7.586 -4.860 -0.075 -0.211 0.269 0.51
H -4.454 -2.439 11.169 0.590 0.407 -0.061 0.26
H 3.785 -9.556 -0.123 0.115 -0.350 -0.602 0.36
S 8.563 -2.271 -5.783 0.806 -5.666 -3.168 1.07
N 2.840 8.776 -5.075 -0.216 -2.590 -0.431 0.19
H -7.257 0.498 2.795 -0.212 0.540 -0.393 0.46
H -2.913 -5.450 9.137 0.595 0.605 -0.157 0.38
H 3.449 -7.137 -1.198 0.086 -0.334 0.078 0.51
F -3.022 3.711 -6.092 0.821 0.791 1.431 -0.22
H -8.067 2.363 4.613 0.073 -0.328 -0.248 0.33
F -0.931 -3.754 -5.404 -0.042 -0.143 0.152 -0.23
H 4.558 -8.389 -1.987 -0.111 0.226 0.234 0.42
C -2.213 -2.500 12.324 -0.157 -1.132 -0.798 -1.08
H 0.852 0.999 -0.419 -0.391 -0.198 0.017 0.38
C 10.294 -2.361 -4.951 1.169 0.227 -0.387 0.58
C 2.765 -9.738 -0.459 -0.562 0.312 -0.456 -0.86
O -3.949 6.604 -1.266 0.217 -0.576 1.252 -0.55
C 2.850 6.220 -4.734 -1.082 1.448 -0.606 -0.53
S 5.796 -5.287 4.161 0.018 4.079 -2.585 1.00
H 2.922 9.690 -7.086 -0.021 0.028 0.260 0.30
H 3.505 10.627 -5.068 -0.144 0.858 0.418 0.49
F 5.737 8.804 0.144 0.401 -0.449 0.000 -0.22
C 0.714 -7.447 -3.039 -0.661 -0.152 1.152 -0.52
N -2.981 6.884 -3.681 -2.716 2.345 1.731 -0.35
O -2.099 4.666 -3.282 -0.432 0.083 -1.172 -0.66
S -5.682 -3.551 -0.490 2.290 -0.432 -3.963 1.01
F 7.986 -5.665 2.704 0.332 0.649 -0.419 -0.21
C 2.380 8.876 -6.605 0.675 -0.238 1.765 -0.93
F -1.748 -8.628 -8.970 -0.188 0.416 -0.031 -0.24
F 5.910 0.223 -9.020 1.003 0.671 1.482 -0.22
O -3.215 -3.517 -8.466 0.676 0.026 0.545 -0.58
F -7.521 -3.635 -2.398 -0.258 -0.196 -0.058 -0.20
H 2.629 7.944 -7.110 -0.036 -0.003 0.287 0.42
H -2.847 -1.661 12.613 -0.466 -0.395 -0.505 0.34
F 11.290 -2.097 -5.846 -0.961 0.434 0.342 -0.23
F 8.006 -0.191 -8.760 0.236 0.726 -0.011 -0.21
C 1.292 12.174 -3.692 -0.062 -0.697 -0.400 -1.32
N 2.450 -0.347 -0.387 2.110 -0.973 -1.537 -0.11
H -9.896 1.946 3.092 0.284 -0.377 0.236 0.33
C -7.301 3.151 1.551 0.046 -2.290 -1.362 -0.42
H 2.172 -9.373 0.379 -0.411 0.720 -0.550 0.40
C -3.341 2.426 3.083 0.516 -1.059 0.117 -1.28
F 1.260 -5.907 4.777 -1.103 2.147 0.413 -0.21
O 6.634 -5.652 5.263 -0.414 -1.271 -0.375 -0.56
H 0.305 -9.330 -1.923 0.403 -0.273 -0.343 0.43
F -0.087 7.730 3.282 1.327 0.393 -0.418 -0.21
H 3.609 -10.622 -2.647 0.456 0.387 -0.413 0.46
```
Positions in Å, forces in eV/Å.

# 3
H3N3O3 | ωB97M-V/def2-TZVPD

Computed properties:
energy above the lowest of the compared OMol25 structures with the same formula, charge and spin = 12.2 kcal/mol
SMILES string = O=NO.N#N.O
Kohn-Sham gap = 10.71 eV
electronic energy = -10659.2654 eV

XYZ file:
```
9
Properties=species:S:1:pos:R:3:forces:R:3:mulliken_charge:R:1
H 1.499 -1.237 -2.442 -0.180 -2.091 -0.616 0.33
H 2.366 -2.493 -2.760 -0.821 0.205 0.020 0.33
O -1.177 0.634 2.515 0.637 -0.808 0.286 -0.34
N -1.952 1.373 1.686 -1.410 -0.384 -2.184 0.21
O -2.063 2.509 1.919 0.591 0.221 1.185 -0.32
O 1.429 -2.209 -2.715 1.005 1.895 0.596 -0.65
H -1.138 -0.215 1.988 -0.050 1.037 0.992 0.46
N 0.188 0.431 0.112 1.082 0.939 -0.791 0.16
N 0.847 1.207 -0.303 -0.854 -1.013 0.511 -0.17
```
Positions in Å, forces in eV/Å.

# 4
C2H5N3S2 | ωB97M-V/def2-TZVPD

Computed properties:
energy above the lowest of the compared OMol25 structures with the same formula, charge and spin = 128.8 kcal/mol
Kohn-Sham gap (alpha / beta) = 7.79 / 7.80 eV
electronic energy = -28291.0819 eV

XYZ file:
```
12
Properties=species:S:1:pos:R:3:forces:R:3:mulliken_charge:R:1
H -0.966 1.550 -1.285 -1.236 0.209 -0.611 0.48
N 0.132 0.420 0.861 -0.518 1.979 0.151 -0.26
S 0.365 -0.724 -0.332 -0.208 -0.745 -0.245 -0.03
H 0.174 -3.486 -0.468 0.271 -0.943 -1.392 0.20
H 0.658 1.630 -1.412 1.446 -1.261 -0.302 0.40
N -0.096 1.619 0.516 1.440 0.467 0.723 0.39
N 0.122 -3.187 0.463 -0.696 1.059 1.591 -0.16
S -0.139 2.850 1.619 -0.315 0.329 0.666 -0.28
C -0.133 2.050 -0.857 -0.115 -2.962 -0.796 -1.09
C 0.020 -1.924 0.827 0.380 -0.812 0.208 -0.28
H -0.179 -3.814 1.197 0.199 -0.364 -0.516 0.29
H 0.042 3.016 -1.129 -0.648 3.046 0.523 0.34
```
Positions in Å, forces in eV/Å.

# 5
C6H9HgO3 | ωB97M-V/def2-TZVPD

Computed properties:
energy above the lowest of the compared OMol25 structures with the same formula, charge and spin = 0.0 kcal/mol
spin multiplicity = 2
net charge = +2
Kohn-Sham gap (alpha / beta) = 7.15 / 5.65 eV
electronic energy = -16659.3285 eV

XYZ file:
```
19
Properties=species:S:1:pos:R:3:forces:R:3:mulliken_charge:R:1
H 1.308 -2.684 0.202 -0.045 -0.165 -0.190 0.28
H 1.085 -2.348 -1.543 -0.112 -0.177 0.121 0.29
H 1.652 2.067 -3.008 -0.033 0.154 0.185 0.30
C -0.254 -0.723 0.371 0.641 -0.920 -1.747 0.13
C 0.598 -2.709 -0.630 0.756 -0.096 -0.203 -0.56
C 0.070 0.656 -0.847 -2.534 -1.324 1.148 0.40
C 1.485 2.384 -1.978 0.895 0.623 -0.154 -0.42
O 0.281 1.570 -1.553 0.417 -0.542 0.384 -0.15
O -0.492 -1.823 -0.302 -0.013 0.862 0.795 -0.19
O -1.273 -1.178 2.390 0.000 -0.171 -0.526 -0.53
C -1.890 0.936 1.493 -0.652 0.060 -0.497 -1.21
H 1.144 3.416 -1.875 0.087 -0.239 -0.116 0.29
H -2.234 1.215 0.486 -0.389 0.113 0.584 0.38
H 2.287 2.114 -1.288 -0.140 0.094 -0.207 0.34
H 0.193 -3.717 -0.775 -0.030 0.464 0.045 0.26
C -1.290 -0.422 1.430 1.402 1.741 0.942 0.85
H -1.123 1.671 1.784 0.133 -0.341 -0.047 0.32
H -2.646 0.970 2.284 -0.092 0.059 -0.437 0.36
Hg 1.097 -1.395 3.358 -0.290 -0.194 -0.080 0.86
```
Positions in Å, forces in eV/Å.